Model 1:
The following is a quantum chemistry calculation of 2 unconnected molecules or ions with the total composition CHNO2S, from the Open Molecules 2025 dataset.

Results
HOMO (spin up / spin down)	-9.8366 / -9.8370	eV
molar mass	91.1	g mol⁻¹
LUMO level (spin up / spin down)	-2.995 / -2.994	eV
frontier orbital gap (spin up / spin down)	6.8413 / 6.8433	eV

```
! wB97M-V def2-TZVPD RIJCOSX def2/J DEFGRID3
* xyz 0 1
C -1.713 -0.074 -0.233
N -0.761 -0.364 0.454
O -2.781 0.258 -0.541
O 0.432 -0.762 0.414
S 1.983 0.978 0.020
H 2.840 -0.036 -0.115
*
```

=====

Model 2:
The following is a quantum chemistry calculation of a single CHNO2S molecule, from the Open Molecules 2025 dataset.

Results
HOMO	-9.7948	eV
SMILES	O=C=NOS
molar mass	91.1	g mol⁻¹
LUMO level	-0.670	eV
frontier orbital gap	9.1250	eV

```
! wB97M-V def2-TZVPD RIJCOSX def2/J DEFGRID3
* xyz 0 1
C -1.571 0.342 -0.070
N -0.436 0.260 0.229
O -2.727 0.524 -0.117
O 0.549 -0.466 -0.656
S 1.800 -0.984 0.141
H 2.386 0.325 0.474
*
```

=====

Which is more stable than every other structure shown? model 2 is more stable than every other one.